Density functional theory data (wB97M-V/def2-TZVPD) for C5H6O in the gas phase.

Atoms and positions in Å:
C  -0.41908  1.12948  -0.21002
C  -1.02434  -0.23732  -0.02277
C  -0.01222  -1.22218  -0.43198
O  1.31440  -0.26388  -1.11250
C  0.97763  0.52265  0.02292
C  0.39740  -0.65018  0.81795
H  -0.70615  1.80403  0.60090
H  -0.60086  1.59197  -1.18407
H  -2.11029  -0.43025  -0.03840
H  -0.32751  -2.27341  -0.57285
H  1.72999  1.20526  0.43797
H  0.78103  -1.17616  1.69287

Forces on the atoms, in the same order (eV/Å):
-0.042 0.271 -0.079
0.414 -0.023 0.694
1.631 0.543 -1.255
-1.970 -1.756 0.020
-0.229 0.237 0.699
-1.214 0.403 0.772
0.072 -0.018 -0.135
0.113 0.032 0.054
0.788 -0.253 0.423
0.913 0.695 -0.648
0.136 -0.372 -0.466
-0.612 0.240 -0.079

The HOMO energy comes out at -8.9815 eV. The HOMO-LUMO gap is 10.0 eV.

Density functional theory data (wB97M-V/def2-TZVPD) for a molecular structure, C21H25CoN6O7.

Atoms and positions in Å:
Co  0.25188  0.15918  -0.27600
C  4.56454  0.79159  -0.88396
O  4.22140  2.17380  -0.95227
C  3.14395  2.58460  -1.70245
C  3.30277  3.78274  -2.36983
C  2.27262  4.32098  -3.13988
C  1.06528  3.66793  -3.20815
C  0.85285  2.46776  -2.51804
C  -0.46068  1.88073  -2.50693
N  -0.76901  0.80183  -1.88536
N  -2.05420  0.35705  -1.98234
C  -2.34162  -0.44795  -0.99943
O  -1.53396  -0.73568  -0.03879
C  -3.69401  -1.04650  -0.95557
C  -3.88235  -2.29513  -0.36750
C  -5.15366  -2.82400  -0.22418
C  -6.26081  -2.09871  -0.64496
C  -6.07883  -0.85256  -1.22998
C  -4.80639  -0.33255  -1.39690
C  1.91114  1.87960  -1.76627
O  1.75853  0.74045  -1.16063
H  4.47752  0.44390  0.14564
H  5.60473  0.69520  -1.21299
H  3.92660  0.17545  -1.50663
H  4.24663  4.30243  -2.25951
H  2.42780  5.25145  -3.67128
H  0.25620  4.07757  -3.80353
H  -1.26812  2.42377  -2.99722
H  -3.01223  -2.84733  -0.03459
H  -5.29394  -3.80814  0.20708
H  -7.26013  -2.49356  -0.50937
H  -6.94179  -0.28624  -1.55946
H  -4.65279  0.64013  -1.84341
C  2.95020  1.11439  3.00594
C  1.76505  0.92272  2.10868
N  1.56631  -0.16256  1.43713
O  2.60325  -1.09984  1.49267
C  0.79703  1.97180  1.95569
C  0.84075  3.23360  2.77249
N  -0.11034  1.79229  1.01383
O  -1.00013  2.66182  0.79546
H  3.50062  0.18423  3.11322
H  2.62355  1.45789  3.98764
H  3.61206  1.87195  2.58180
H  2.32339  -1.70689  0.79167
H  1.83503  3.68517  2.75381
H  0.55537  3.06047  3.81481
H  0.12411  3.92212  2.32848
C  -0.08282  -5.72886  0.90716
O  0.29467  -4.62825  0.09664
C  0.19224  -3.34876  0.56578
O  0.77551  -2.47999  -0.05022
N  -0.47637  -3.22911  1.73313
N  -0.69378  -2.03517  2.44269
H  0.35807  -6.60419  0.43582
H  -1.16998  -5.85254  0.93893
H  0.31073  -5.62976  1.92073
H  -1.11852  -3.94830  2.00863
H  0.16649  -1.49286  2.39407
H  -1.36244  -1.48118  1.90797

Forces on the atoms, in the same order (eV/Å):
-1.127 0.019 -0.495
0.080 0.049 -0.096
-0.190 -0.017 0.194
0.230 -0.072 -0.286
-0.102 -0.099 0.034
0.084 0.182 -0.051
-0.201 -0.105 -0.023
0.668 0.234 0.370
-0.391 -0.283 -0.015
0.725 0.244 1.001
-0.954 -0.116 -0.467
0.882 0.403 0.257
0.088 -0.421 0.316
-0.427 0.013 0.193
0.138 0.029 -0.067
-0.169 -0.072 -0.076
0.064 0.055 0.011
-0.148 -0.062 -0.081
0.139 -0.033 0.018
-0.468 -0.057 -0.143
1.348 0.192 0.350
-0.065 -0.018 -0.010
-0.025 0.032 0.033
-0.063 -0.007 -0.049
0.038 -0.045 -0.048
-0.022 0.008 0.015
-0.033 0.026 0.060
0.044 -0.174 -0.272
0.010 0.041 0.049
0.051 0.018 0.056
0.008 -0.033 -0.020
0.020 0.030 0.009
0.020 0.002 -0.003
0.003 -0.118 -0.050
0.019 -0.363 -0.101
-0.372 0.281 -0.414
0.140 -0.093 0.034
-0.183 0.573 0.318
-0.048 -0.254 -0.133
0.162 0.047 -0.444
-0.086 0.018 0.126
0.023 0.040 0.017
0.006 0.069 -0.012
-0.006 0.030 0.012
-0.053 -0.109 -0.011
0.004 0.035 0.061
0.023 0.068 0.037
0.011 0.037 0.034
0.017 0.006 -0.040
-0.093 0.062 -0.027
0.427 -0.042 -0.287
-0.143 -0.305 0.284
-0.278 -0.114 0.061
0.020 0.342 -0.147
-0.068 -0.019 0.012
0.012 -0.005 0.014
-0.005 -0.019 -0.017
0.154 -0.151 0.013
0.052 -0.057 0.073
0.013 0.078 -0.175

As for the charge: -1. The HOMO energy (spin up / spin down) comes out at -3.8966 / -4.1095 eV. The HOMO-LUMO gap (spin up / spin down) is 6.3 / 6.5 eV. Its multiplicity is 2.

Density functional theory data (wB97M-V/def2-TZVPD) for 11 unconnected molecules or ions with the total composition C26H70N4O11S7.

Atoms and positions in Å:
C  4.73564  3.73029  2.45312
O  5.05928  3.87801  3.61986
N  4.85028  2.58884  1.72271
C  4.44979  2.39898  0.32131
C  5.27987  1.39587  2.43449
H  4.46803  4.62438  1.87361
H  5.25682  1.85135  -0.26643
H  4.28657  3.34915  -0.11329
H  3.59100  1.78130  0.31423
H  4.97309  1.28016  3.46598
H  4.78118  0.60473  1.86364
H  6.33327  1.31339  2.30423
C  -0.98575  -2.30983  -3.10654
O  -0.99301  -1.15986  -3.47266
N  -1.73200  -3.27257  -3.61595
C  -2.91581  -3.03795  -4.49373
C  -1.51600  -4.68258  -3.25664
H  -0.36104  -2.61617  -2.25331
H  -3.82122  -3.58065  -4.12025
H  -2.66563  -3.35646  -5.48150
H  -3.20646  -1.95184  -4.63598
H  -2.41545  -5.19503  -3.13796
H  -0.90498  -5.25033  -4.05251
H  -1.01332  -4.71091  -2.35522
C  1.46658  0.90379  -2.10126
O  2.01092  1.11828  -1.00397
N  1.79413  1.38551  -3.30839
C  1.12247  1.01845  -4.56929
C  2.77069  2.43578  -3.38269
H  0.65672  0.16364  -2.19363
H  1.68679  0.40186  -5.18383
H  0.90721  1.86125  -5.20179
H  0.18932  0.54818  -4.29223
H  3.59167  2.07467  -4.02840
H  2.32837  3.31239  -3.91503
H  3.11937  2.72780  -2.42901
C  1.39749  2.38020  2.16470
O  1.45860  1.14662  2.20952
N  1.70778  3.18663  3.18940
C  1.55496  4.61045  3.13242
C  2.12979  2.57044  4.49041
H  1.13182  3.05486  1.28762
H  2.49478  5.14402  3.34522
H  0.82655  4.97131  3.80224
H  1.16886  4.89109  2.14506
H  1.66039  3.04113  5.38047
H  1.83032  1.53802  4.46846
H  3.21752  2.85578  4.51585
C  -6.56914  2.24836  0.58098
S  -5.87469  3.85426  0.85590
O  -4.95112  4.06205  -0.28157
C  -7.32632  4.94387  0.53354
H  -7.27886  2.05769  1.36971
H  -5.62945  1.65086  0.73988
H  -6.88042  2.33454  -0.50252
H  -7.04389  5.95363  0.75077
H  -8.17440  4.63108  1.12384
H  -7.60277  4.82246  -0.52170
C  0.92654  -5.52442  -0.83465
S  2.72523  -5.43087  -1.17912
O  3.19784  -4.55312  -0.09441
C  3.08559  -7.15665  -0.73386
H  0.58009  -4.46550  -0.89185
H  0.86969  -5.92792  0.17349
H  0.40946  -6.14190  -1.53964
H  2.47702  -7.38368  0.18181
H  4.16174  -7.12109  -0.53529
H  2.74174  -7.70886  -1.57180
C  -1.51308  1.02662  3.91839
S  -3.35454  1.08480  3.69879
O  -3.70058  1.03324  2.26544
C  -3.70613  -0.49477  4.38226
H  -1.13792  0.16475  3.36755
H  -1.34231  0.78551  4.99161
H  -1.10561  1.99075  3.54968
H  -4.79180  -0.56633  4.48809
H  -3.20257  -0.52862  5.35357
H  -3.28506  -1.20677  3.64242
C  -4.10181  -1.85903  -0.96337
S  -5.05025  -3.35318  -0.57932
O  -4.79650  -4.25253  -1.76308
C  -3.90007  -3.97199  0.60234
H  -4.49051  -1.36946  -1.88335
H  -3.10838  -2.15040  -1.22017
H  -4.06169  -1.27678  -0.08823
H  -4.19259  -3.79784  1.67160
H  -2.90080  -3.63167  0.36352
H  -4.02262  -5.04949  0.56480
C  4.50724  -1.21033  -0.26773
S  4.41803  -1.04737  -2.01589
O  5.38549  0.00253  -2.43246
C  5.22664  -2.68089  -2.25330
H  4.16690  -0.33635  0.30545
H  5.53233  -1.46246  0.11741
H  3.79965  -2.01123  -0.00447
H  4.59494  -3.45972  -1.88489
H  6.18524  -2.76285  -1.73914
H  5.40451  -2.73502  -3.32631
C  -1.79017  3.90469  1.25305
S  -1.18959  4.55145  -0.28905
O  0.29592  4.69186  -0.03011
C  -1.38348  3.02105  -1.17420
H  -2.90263  3.96789  1.24601
H  -1.38504  4.58737  2.03080
H  -1.39934  2.89662  1.29750
H  -0.59171  2.31429  -0.87879
H  -1.23484  3.18908  -2.21961
H  -2.37587  2.73521  -0.91205
C  -0.93405  -0.26013  0.48370
S  -0.37501  -1.85353  0.93725
O  -0.98057  -2.85628  -0.03039
C  1.35078  -1.63873  0.49305
H  -1.99550  -0.25643  0.77662
H  -0.75922  0.00514  -0.52250
H  -0.57596  0.50640  1.18716
H  1.73553  -0.98083  1.24285
H  1.48572  -1.02033  -0.43260
H  1.94769  -2.53711  0.52352

Forces on the atoms, in the same order (eV/Å):
0.890 0.169 -1.233
-0.271 -0.499 0.327
-0.221 0.766 1.363
2.031 -0.803 0.733
-1.071 -0.574 -1.381
-0.427 -0.145 -0.373
-0.765 0.784 0.751
-0.375 0.930 -0.563
-1.027 -0.331 -0.310
-0.009 0.599 0.136
0.391 -0.285 0.453
0.979 -0.379 0.251
0.621 -0.279 0.772
-0.238 1.628 -0.334
-2.154 -1.673 -0.718
-0.289 1.141 0.481
1.274 0.701 -2.818
0.115 -0.304 -0.215
0.984 0.308 -0.072
0.043 -0.536 -0.785
0.750 -1.118 0.724
-1.721 -0.614 0.170
-0.763 0.942 1.004
1.110 -0.079 1.797
0.031 -0.999 0.427
-0.607 0.240 -1.555
-0.035 0.737 0.012
-1.106 0.743 2.016
0.181 0.323 -2.383
-0.168 0.010 0.025
1.349 -1.554 -0.766
-0.128 0.890 0.207
-0.160 -0.330 -0.222
0.015 0.303 0.479
0.222 -0.463 0.490
0.348 0.108 0.953
0.277 0.605 -0.562
-0.302 0.792 -0.232
-0.410 -0.972 1.891
0.747 0.425 -1.305
0.668 1.992 -0.670
0.072 -1.282 0.260
-0.190 -0.267 -0.128
-0.951 0.241 1.256
0.419 -0.045 -0.030
-0.040 0.058 -0.774
0.569 -0.472 -0.060
-0.769 -1.121 0.519
1.330 0.456 -1.064
-0.383 1.221 0.912
0.501 0.137 -0.513
0.234 -1.345 -0.682
-0.568 -0.347 -0.175
-1.120 0.064 -0.378
-0.073 -0.842 1.290
0.197 0.481 0.105
-0.154 -0.044 0.438
0.232 0.136 0.136
0.941 1.093 -0.066
-1.432 -0.634 -0.428
0.734 0.572 0.745
-0.447 1.570 1.614
0.073 -0.887 0.248
-0.240 0.195 0.083
-0.257 -0.406 -0.428
0.835 0.011 -0.751
-0.252 -0.628 -0.177
0.125 -0.917 -0.707
-0.898 -0.370 0.152
0.779 1.545 1.078
0.026 -0.268 -1.017
0.381 -0.564 -0.297
0.148 0.166 -0.285
0.032 0.737 -0.633
-0.102 -0.728 0.482
0.247 -0.211 -0.057
-0.217 -0.318 -0.137
-0.380 -0.012 0.669
-0.776 -0.494 -1.519
0.461 0.008 -1.421
-0.456 0.221 0.146
-0.429 -0.516 2.088
-0.243 -0.111 0.973
0.807 -0.537 -0.017
-0.168 1.223 0.949
0.274 0.602 -0.882
0.264 -0.189 0.117
0.259 -0.236 -0.507
0.130 -0.236 2.047
0.694 -0.532 0.040
-0.027 0.030 -0.143
0.406 0.893 -0.668
-0.043 -0.068 -0.786
-0.825 0.140 -0.662
0.516 -0.002 -0.105
-0.619 -0.433 0.055
-0.031 0.428 0.065
-0.100 -0.288 -0.021
-0.941 0.944 0.431
1.458 0.304 0.131
-0.477 0.261 -0.331
0.888 0.011 0.142
0.756 -0.375 0.075
-0.208 -0.607 -0.404
-0.108 -0.216 0.497
-0.406 0.253 0.399
-0.276 0.225 -0.724
-0.826 -0.741 -0.238
-1.390 0.809 1.915
0.757 -1.128 -0.213
0.225 0.525 0.269
-0.104 1.049 -0.766
-0.038 -0.132 -0.704
0.132 0.116 -1.157
0.735 -0.399 -0.380
0.226 0.549 0.764
-0.310 -0.950 0.544
-0.367 -0.577 -0.166

The HOMO energy comes out at -8.6269 eV. The HOMO-LUMO gap is 8.8 eV.

In eV, the E_tot values for the records above are, in order, -7324.807, -83081.283, -132420.427.
In kJ/mol, the energy above the lowest of the compared OMol25 structures with the same formula, charge and spin values for the records above are, in order, 432.04, 12.92, 210.96.